(i)
Computed, not measured: 2 unconnected molecules or ions with the total composition CH5OS, with ωB97M-V with the def2-TZVPD basis set.

Geometry as ORCA input:
```
! RIJCOSX wB97M-V def2-TZVPD def2/J DEFGRID3
* xyz -1 1
C 1.27540 -0.26879 1.00947
S -0.45321 -0.79657 0.40603
H 1.27343 0.70844 1.13842
H 1.49900 -0.79049 2.00608
H 1.97908 -0.54374 0.12020
H -1.28462 1.00774 -1.40673
H -0.33314 2.19243 -1.08321
O -0.44185 1.47293 -1.66601
*
```

(ii)
Computed, not measured: 2 unconnected molecules or ions with the total composition CH5OS, with ωB97M-V with the def2-TZVPD basis set.

Geometry as ORCA input:
```
! RIJCOSX wB97M-V def2-TZVPD def2/J DEFGRID3
* xyz -1 1
S -0.43993 1.53496 0.57859
H -1.10895 1.40637 1.73171
C 1.06742 -1.68899 -0.45010
O -0.22276 -1.28335 -0.82538
H 1.15438 -2.76611 -0.63211
H 1.82926 -1.21851 -1.08870
H 1.23177 -1.54742 0.62350
H -0.39404 -0.41648 -0.36494
*
```

Relative energies in eV: (i) 0.997; (ii) 0.000